Computed, not measured: a molecular structure, B3F12Sn at a distorted geometry, with ωB97M-V/def2-TZVPD.

The geometry in XYZ format:
```
16
Properties=species:S:1:pos:R:3:mulliken_spin:R:1
Sn 12.0919 -17.9013 9.0232 0.990
B 12.0185 -21.5387 8.8239 -0.005
F 13.0427 -20.8074 8.2636 0.013
F 12.5547 -22.3676 9.7276 0.000
F 11.1742 -20.6394 9.4048 0.003
F 11.3578 -22.1605 7.7804 0.000
B 15.4743 -18.8566 7.7445 -0.008
F 14.7168 -17.6818 7.7900 0.008
F 16.7259 -18.4446 7.5773 -0.001
F 15.3572 -19.4829 8.9309 0.001
F 14.9616 -19.6027 6.6887 0.004
B 13.7971 -19.6349 12.1527 0.022
F 15.0113 -19.4104 11.6763 0.002
F 13.4397 -20.8712 11.5840 -0.003
F 13.8433 -19.6121 13.5156 0.000
F 12.8863 -18.5975 11.7722 -0.027
```

Results
Multiplicity = 2
Electronic energy = -40488.981 eV
LUMO (alpha / beta) = 4.01 / 4.04 eV
Charge = -2
Energy above the lowest of the compared OMol25 structures with the same formula, charge and spin = 171.1 kJ/mol
F_max = 3.58 eV Å⁻¹
Kohn-Sham gap (alpha / beta) = 5.5292 / 8.5872 eV